This record from the OMol25 dataset describes C13H20GaN8S as an isolated structure. The level of theory is ωB97M-V with the def2-TZVPD basis set.

## Properties
E_LUMO: -10.97 eV
strongest force on any atom: 0.616 eV Å⁻¹
E_tot: -88911.05564 eV
Kohn-Sham gap: 8.32 eV
HOMO energy: -19.2911 eV
charge: +3

XYZ file:
```
43
Properties=species:S:1:pos:R:3:nbo_charge:R:1
Ga -1.299 0.757 0.172 1.64
C -2.837 1.020 4.279 -0.71
C -2.123 0.822 2.991 0.39
N -2.432 1.327 1.859 -0.38
N -3.512 2.126 1.650 -0.40
C -3.816 2.470 0.387 0.37
N -4.861 3.218 0.154 -0.68
S -2.853 1.949 -0.954 -0.04
C -0.932 -0.061 2.892 0.14
C -0.325 -0.613 3.991 -0.16
C 0.777 -1.451 3.810 -0.05
C 1.219 -1.720 2.528 -0.19
C 0.571 -1.121 1.461 0.12
N -0.474 -0.300 1.639 -0.61
H -3.833 1.441 4.160 0.25
H -2.263 1.688 4.929 0.30
H -2.944 0.069 4.802 0.29
H -4.075 2.440 2.430 0.44
H -5.467 3.571 0.885 0.45
H -5.103 3.485 -0.792 0.46
H -0.695 -0.408 4.986 0.27
H 1.272 -1.890 4.668 0.28
H 2.052 -2.385 2.345 0.28
H 0.880 -1.315 0.444 0.23
C 2.268 -2.563 -4.070 -0.62
C 3.075 -1.340 -3.640 -0.24
C 3.616 -1.471 -2.219 -0.62
C 2.298 -0.027 -3.829 -0.22
N 1.369 0.262 -2.700 -0.10
C 1.504 1.194 -1.745 0.25
N 0.499 1.040 -0.911 -0.39
N -0.223 0.001 -1.404 -0.21
N 0.283 -0.471 -2.478 0.09
H 2.862 -3.466 -3.927 0.25
H 1.999 -2.510 -5.126 0.24
H 1.350 -2.677 -3.488 0.20
H 3.925 -1.233 -4.317 0.25
H 2.818 -1.743 -1.517 0.17
H 4.112 -0.558 -1.871 0.21
H 4.354 -2.271 -2.177 0.26
H 1.700 -0.043 -4.737 0.26
H 2.975 0.824 -3.866 0.24
H 2.290 1.933 -1.691 0.29
```

=====

This record from the OMol25 dataset describes C13H20N2O3S2 as an isolated structure in a non-equilibrium geometry. The level of theory is ωB97M-V with the def2-TZVPD basis set.

## Properties
E_LUMO: 0.37 eV
strongest force on any atom: 19.453 eV Å⁻¹
E_tot: -44587.36760 eV
Kohn-Sham gap: 8.07 eV
HOMO energy: -7.6962 eV
ΔE to the lowest compared entry with this formula, charge and spin: 12.1721 eV

XYZ file:
```
40
Properties=species:S:1:pos:R:3:nbo_charge:R:1
C -5.738 -1.573 0.212 -0.60
C -4.744 -0.359 0.220 -0.09
H -4.942 0.314 1.108 0.20
H -4.983 0.285 -0.661 0.18
O -3.509 -0.961 0.097 -0.49
C -2.659 0.081 0.359 0.82
O -2.952 1.218 0.510 -0.58
C -1.237 -0.424 0.180 -0.35
C -0.397 0.140 1.339 -0.39
H -0.842 0.018 2.373 0.21
H 0.492 -0.306 1.538 0.22
C -0.041 1.662 1.064 -0.23
N 0.732 1.495 -0.234 -0.44
C 2.012 2.076 -0.353 0.68
O 2.404 2.070 -1.655 -0.63
C 2.861 2.197 0.911 -0.74
H 3.954 2.293 0.435 0.29
H 2.556 2.983 1.514 0.27
S 3.180 0.860 1.785 0.45
C 3.481 -0.362 0.752 -0.29
N 4.097 -0.136 -0.500 -0.41
C 4.201 -1.120 -1.163 -0.34
H 5.367 -1.140 -1.551 0.21
H 3.669 -0.939 -2.041 0.23
C 3.867 -2.378 -0.912 -0.33
H 3.275 -3.092 -1.315 0.22
H 4.727 -3.362 -0.397 0.16
S 3.026 -1.939 0.830 0.25
C -0.244 1.249 -1.097 -0.25
C -0.501 -0.227 -0.981 -0.37
H -1.180 -0.383 -1.919 0.20
H 0.343 -0.816 -1.225 0.23
H 0.399 1.494 -2.126 0.24
H -1.086 1.779 -1.204 0.21
H 0.679 1.853 1.969 0.19
H -0.795 2.392 1.180 0.22
H -1.318 -1.515 0.268 0.23
H -6.831 -1.246 0.376 0.20
H -5.642 -2.180 0.999 0.20
H -5.682 -2.001 -0.684 0.20
```

=====

This record from the OMol25 dataset describes C13H20N6O3PdS as an isolated structure in a non-equilibrium geometry. The level of theory is ωB97M-V with the def2-TZVPD basis set.

## Properties
E_LUMO (spin up / spin down): -3.93 / -5.38 eV
strongest force on any atom: 1.036 eV Å⁻¹
E_tot: -43196.01496 eV
multiplicity: 2
Kohn-Sham gap (spin up / spin down): 8.09 / 6.58 eV
HOMO energy (spin up / spin down): -12.0160 / -11.9616 eV
ΔE to the lowest compared entry with this formula, charge and spin: 0.0000 eV
charge: +1

XYZ file:
```
44
Properties=species:S:1:pos:R:3:nbo_charge:R:1
Pd -0.169 -0.316 1.179 1.12
N -0.779 1.101 2.586 -0.77
C 0.164 0.879 3.716 -0.35
C 0.321 -0.625 3.928 0.75
O 0.480 -1.112 5.011 -0.54
O 0.278 -1.311 2.795 -0.70
H -0.744 2.071 2.289 0.40
H -1.733 0.906 2.880 0.41
H -0.150 1.361 4.637 0.24
H 1.143 1.252 3.412 0.24
O 0.406 -1.892 0.111 -0.55
N 1.653 -2.289 0.484 -0.01
C 1.931 -3.597 0.308 0.07
C 3.211 -4.053 0.447 -0.24
C 4.225 -3.139 0.742 -0.12
C 3.926 -1.801 0.852 -0.23
C 2.609 -1.365 0.707 0.05
S 2.159 0.308 0.753 -0.04
H 1.077 -4.212 0.067 0.25
H 3.417 -5.105 0.319 0.25
H 5.238 -3.484 0.896 0.25
H 4.689 -1.065 1.059 0.25
C -0.442 -0.065 -1.813 -0.08
N -0.943 0.592 -0.545 -0.47
C -0.567 2.047 -0.629 -0.07
N -1.115 2.673 -1.803 -0.45
C -0.612 1.983 -2.996 -0.08
N -0.995 0.572 -2.982 -0.45
C -2.455 0.477 -2.937 -0.08
N -2.987 1.141 -1.739 -0.45
C -2.443 0.509 -0.563 -0.08
C -2.576 2.547 -1.770 -0.08
H -0.732 -1.113 -1.787 0.23
H 0.644 0.007 -1.816 0.22
H 0.521 2.113 -0.637 0.23
H -0.962 2.551 0.255 0.19
H 0.475 2.065 -3.029 0.21
H -1.030 2.460 -3.882 0.22
H -2.751 -0.572 -2.930 0.21
H -2.874 0.958 -3.819 0.22
H -2.725 -0.545 -0.541 0.22
H -2.825 1.009 0.330 0.20
H -2.962 3.058 -0.886 0.20
H -2.994 3.020 -2.658 0.22
```

=====

This record from the OMol25 dataset describes C13H21AgAsCl3O3Si2 as an isolated structure in a non-equilibrium geometry. The level of theory is ωB97M-V with the def2-TZVPD basis set.

## Properties
E_LUMO: 4.30 eV
strongest force on any atom: 2.470 eV Å⁻¹
E_tot: -138127.07928 eV
Kohn-Sham gap: 4.45 eV
HOMO energy: -0.1519 eV
charge: -2

XYZ file:
```
44
Properties=species:S:1:pos:R:3:nbo_charge:R:1
Ag -8.037 -0.644 15.317 0.76
Cl -14.367 0.072 19.395 -0.07
C -12.959 -0.500 18.553 -0.12
C -12.059 0.468 17.983 -0.25
C -11.020 -0.018 17.224 -0.10
Cl -9.777 1.153 16.729 -0.01
C -10.799 -1.410 16.892 0.36
O -9.844 -1.790 16.128 -0.75
C -11.717 -2.304 17.551 -0.16
Cl -11.395 -3.994 17.596 -0.03
C -12.734 -1.854 18.387 -0.25
H -12.202 1.534 18.177 0.22
H -13.358 -2.599 18.933 0.22
O -5.841 -1.650 15.884 -0.76
C -5.878 -2.071 14.708 0.63
O -6.759 -1.913 13.828 -0.80
H -4.971 -2.675 14.335 0.00
C -5.734 -0.746 11.303 -1.13
Si -6.429 0.781 12.089 1.45
C -8.310 0.775 11.663 -1.13
C -5.446 2.230 11.413 -1.15
As -6.653 1.177 14.387 -0.94
Si -7.650 3.360 14.601 1.39
C -8.182 3.945 16.272 -1.14
C -9.314 3.322 13.683 -1.14
C -6.530 4.743 14.004 -1.14
H -5.169 -0.482 10.391 0.20
H -6.584 -1.400 11.025 0.24
H -5.010 -1.260 11.975 0.25
H -8.477 0.042 10.800 0.19
H -8.716 1.734 11.375 0.21
H -8.849 0.389 12.538 0.25
H -4.473 1.884 11.003 0.21
H -5.230 2.957 12.203 0.24
H -6.019 2.771 10.612 0.21
H -7.527 3.686 17.111 0.24
H -9.224 3.666 16.453 0.24
H -8.203 5.065 16.261 0.21
H -9.744 2.275 13.779 0.26
H -9.371 3.668 12.665 0.21
H -9.984 3.996 14.275 0.20
H -5.458 4.584 14.147 0.23
H -6.765 5.689 14.561 0.20
H -6.681 4.950 12.923 0.22
```

=====

This record from the OMol25 dataset describes C13H21AlBIN2O7P as an isolated structure in a non-equilibrium geometry. The level of theory is ωB97M-V with the def2-TZVPD basis set.

## Properties
E_LUMO: 2.49 eV
strongest force on any atom: 1.432 eV Å⁻¹
E_tot: -55805.84320 eV
Kohn-Sham gap: 7.54 eV
HOMO energy: -5.0560 eV
ΔE to the lowest compared entry with this formula, charge and spin: 0.0000 eV
charge: -1

XYZ file:
```
47
Properties=species:S:1:pos:R:3:nbo_charge:R:1
C 4.016 -2.610 0.123 -0.62
C 3.239 -1.879 1.196 -0.05
O 2.199 -1.130 0.565 -0.77
B 1.200 -0.627 1.388 1.19
O 0.555 -1.485 2.247 -0.89
C 0.727 0.884 1.343 -0.12
I 1.145 1.683 3.385 -0.01
O -0.650 0.815 1.276 -0.92
Al -1.293 2.406 0.762 2.09
O -1.590 3.623 1.974 -1.19
O -2.773 2.014 -0.223 -0.87
C -3.643 1.307 0.457 0.77
O -4.336 1.719 1.345 -0.60
C -3.704 -0.122 0.009 -0.12
C -4.199 -0.467 -1.244 -0.15
C -4.211 -1.806 -1.627 -0.24
C -3.743 -2.792 -0.766 -0.24
C -3.253 -2.442 0.489 -0.21
C -3.240 -1.107 0.877 -0.18
O 0.199 2.737 -0.150 -0.96
C 1.187 1.790 0.165 -0.10
C 1.381 1.002 -1.164 -0.24
N 0.196 0.242 -1.543 -0.60
C 0.073 0.174 -2.998 -0.40
P 2.774 2.737 0.339 1.35
N 3.746 2.419 1.539 -1.34
H 4.272 -1.906 -0.662 0.21
H 4.915 -3.040 0.552 0.20
H 3.404 -3.385 -0.327 0.20
H 3.888 -1.174 1.708 0.18
H 2.846 -2.602 1.906 0.17
H 0.478 -2.341 1.814 0.48
H -1.959 4.428 1.608 0.47
H -4.565 0.292 -1.916 0.21
H -4.573 -2.106 -2.599 0.20
H -3.744 -3.828 -1.065 0.20
H -2.889 -3.194 1.172 0.20
H -2.849 -0.819 1.839 0.24
H 1.555 1.768 -1.914 0.19
H 2.283 0.385 -1.131 0.19
H 0.354 -0.714 -1.243 0.35
H -0.039 1.174 -3.398 0.19
H -0.777 -0.437 -3.281 0.20
H 0.961 -0.274 -3.469 0.15
H 2.343 4.075 0.295 -0.06
H 3.442 2.518 -0.888 -0.09
H 4.655 2.100 1.234 0.36
```

=====

This record from the OMol25 dataset describes an isolated ion of composition C13H21Cl2N2O2 and charge +1. The level of theory is ωB97M-V with the def2-TZVPD basis set.

## Properties
E_LUMO: -2.43 eV
strongest force on any atom: 0.730 eV Å⁻¹
E_tot: -45935.62798 eV
SMILES: CCOc1c(Cl)cc(Cl)cc1C[NH2+]CCNCCO
Kohn-Sham gap: 9.11 eV
HOMO energy: -11.5363 eV
ΔE to the lowest compared entry with this formula, charge and spin: 0.2713 eV
charge: +1

XYZ file:
```
40
Properties=species:S:1:pos:R:3:nbo_charge:R:1
C -2.389 3.295 0.094 -0.63
C -1.657 2.856 -1.166 -0.07
O -0.685 1.843 -0.882 -0.54
C 0.650 2.060 -0.879 0.36
C 1.346 3.250 -0.614 -0.10
Cl 0.573 4.749 -0.217 0.04
C 2.734 3.275 -0.619 -0.21
C 3.468 2.127 -0.869 -0.05
Cl 5.187 2.177 -0.862 0.05
C 2.804 0.937 -1.116 -0.21
C 1.420 0.904 -1.127 -0.13
C 0.723 -0.404 -1.386 -0.24
N 0.649 -1.225 -0.150 -0.54
C -0.225 -0.672 0.904 -0.24
C -0.151 -1.576 2.146 -0.24
N -0.012 -2.975 1.762 -0.65
C -1.245 -3.710 1.502 -0.26
C -1.737 -3.476 0.066 -0.08
O -0.657 -3.473 -0.857 -0.73
H -3.156 4.016 -0.172 0.23
H -2.861 2.441 0.572 0.21
H -1.706 3.758 0.801 0.22
H -1.201 3.699 -1.682 0.20
H -2.362 2.371 -1.850 0.19
H 3.241 4.204 -0.415 0.25
H 3.372 0.043 -1.322 0.23
H -0.294 -0.224 -1.735 0.25
H 1.268 -0.977 -2.138 0.23
H 1.590 -1.344 0.236 0.42
H 0.261 -2.191 -0.383 0.49
H 0.095 0.339 1.159 0.24
H -1.236 -0.614 0.504 0.22
H 0.733 -1.303 2.726 0.22
H -1.034 -1.390 2.772 0.20
H 0.512 -3.464 2.476 0.39
H -2.054 -3.451 2.199 0.20
H -1.021 -4.772 1.624 0.21
H -2.220 -2.504 -0.041 0.18
H -2.468 -4.246 -0.199 0.20
H -0.254 -4.350 -0.865 0.50
```